Run one
The following is a quantum chemistry calculation of a gas-phase ion, C3H9N2O (charge +1), from OMol25.

XYZ file:
```
15
Properties=species:S:1:pos:R:3:lowdin_charge:R:1
O -0.271 1.082 1.714 0.077
C 0.697 0.982 0.990 -0.489
N 1.979 1.181 1.407 0.202
C 0.500 0.174 -0.295 -0.012
N -0.691 -0.777 -0.067 0.026
C -1.576 -0.832 -1.262 -0.003
H 2.186 1.515 2.332 0.134
H 2.655 1.107 0.666 0.115
H 0.174 0.752 -1.166 0.131
H 1.373 -0.461 -0.508 0.146
H -1.171 -0.337 0.738 0.155
H -0.296 -1.680 0.206 0.186
H -1.792 -1.885 -1.595 0.124
H -1.159 -0.267 -2.102 0.100
H -2.608 -0.553 -1.059 0.108
```

As for the net charge: +1. As for the SMILES: C[NH2+]CC(N)=O. The value obtained for the LUMO energy is -3.31 eV.

***

Run two
The following is a quantum chemistry calculation of 2 unconnected molecules or ions with the total composition C3H9N2O, from OMol25.

XYZ file:
```
15
Properties=species:S:1:pos:R:3:lowdin_charge:R:1
C -1.939 -0.537 0.010 -0.147
C -0.531 -1.483 -0.087 -0.052
C 1.122 -1.350 -0.064 -0.130
N 0.329 2.214 0.065 0.194
N 1.624 -0.188 -0.027 0.029
O -1.992 0.624 -0.184 0.051
H -2.793 -1.157 0.230 0.128
H -0.791 -2.079 -0.926 0.076
H -0.814 -1.898 0.871 0.081
H 1.615 -2.390 -0.101 0.151
H 0.416 2.875 -0.710 0.128
H 0.516 2.595 0.987 0.124
H 1.168 1.435 -0.025 0.114
H 2.707 -0.307 0.043 0.130
H -0.635 1.648 -0.080 0.123
```

As for the net charge: +1. The value obtained for the LUMO energy is -3.27 eV.

***

Run three
The following is a quantum chemistry calculation of a gas-phase ion, C3H9N2O (charge +1), from OMol25.

XYZ file:
```
15
Properties=species:S:1:pos:R:3:lowdin_charge:R:1
N 1.589 -0.749 1.548 0.182
C 0.575 -1.063 0.415 0.016
C -0.036 0.407 0.043 -0.463
N -1.167 0.625 -0.690 -0.006
C -1.755 -0.231 -1.661 -0.079
O 0.667 1.340 0.253 0.080
H 2.045 -1.620 2.050 0.223
H 1.194 -0.232 2.417 0.217
H 2.358 -0.204 1.182 0.149
H 0.812 -1.417 -0.491 0.084
H -0.309 -1.561 0.719 0.118
H -1.353 1.667 -0.944 0.205
H -2.707 -0.584 -1.176 0.119
H -1.079 -0.920 -2.016 0.058
H -1.958 0.343 -2.551 0.097
```

As for the net charge: +1. As for the SMILES: CNC(=O)C[NH3+]. The value obtained for the LUMO energy is -3.99 eV.

***

Run four
The following is a quantum chemistry calculation of 2 unconnected molecules or ions with the total composition C3H9N2O, from OMol25.

XYZ file:
```
15
Properties=species:S:1:pos:R:3:lowdin_charge:R:1
C -2.806 -0.388 -0.563 0.073
C -1.875 0.749 -0.660 -0.159
C 3.420 -0.002 -0.072 -0.212
N -3.097 -0.857 0.611 0.286
N 2.101 0.141 0.453 -0.094
O -1.325 1.204 0.320 0.144
H -3.225 -0.835 -1.457 0.161
H -1.709 1.134 -1.674 0.147
H 4.067 0.859 0.160 0.072
H 3.884 -0.886 0.366 0.074
H 3.380 -0.102 -1.157 0.071
H -3.716 -1.644 0.760 0.171
H -2.686 -0.393 1.423 0.168
H 1.536 0.863 0.028 0.040
H 2.052 0.158 1.462 0.059
```

As for the net charge: +1. The value obtained for the LUMO energy is -7.36 eV.

***

Most stable of them? run one.

***

Run one
The following is a quantum chemistry calculation of 2 unconnected molecules or ions with the total composition C3H9N2O, from OMol25.

XYZ file:
```
15
Properties=species:S:1:pos:R:3:lowdin_charge:R:1
C -1.626 0.347 -0.751 0.004
C -0.418 -0.341 1.433 -0.072
C 2.060 0.852 -0.435 0.114
N 2.517 -0.077 -1.000 -0.190
N -0.461 -0.348 0.005 -0.112
O 2.615 -1.037 -1.598 0.179
H -2.486 -0.309 -0.599 0.083
H -2.028 1.245 -0.215 0.108
H -1.479 0.491 -1.922 0.148
H -0.288 0.622 2.018 0.136
H -1.395 -0.741 1.721 0.107
H 0.354 -1.006 1.767 0.100
H 2.509 1.602 0.169 0.106
H 0.583 0.044 -0.279 0.102
H -0.458 -1.345 -0.314 0.185
```

As for the net charge: +1. The value obtained for the LUMO energy is -4.18 eV.

***

Run two
The following is a quantum chemistry calculation of 2 unconnected molecules or ions with the total composition C3H9N2O, from OMol25.

XYZ file:
```
15
Properties=species:S:1:pos:R:3:lowdin_charge:R:1
C -1.319 -1.668 0.371 0.046
C -0.858 -0.283 0.114 -0.503
C -1.405 1.088 0.051 0.008
N 2.116 0.324 -0.729 0.293
N -0.076 0.807 0.678 0.022
O -0.262 -1.277 -0.551 0.005
H -0.918 -2.294 1.265 0.163
H -2.186 -1.925 -0.031 0.069
H -2.283 1.383 0.753 0.163
H -1.328 1.621 -0.840 0.085
H 2.552 -0.490 -0.314 0.152
H 1.563 0.696 0.068 0.085
H 0.189 0.849 1.638 0.113
H 2.633 1.173 -0.943 0.156
H 1.581 -0.003 -1.530 0.142
```

As for the net charge: +1. The value obtained for the LUMO energy is -3.48 eV.

***

Most stable of them? run two.

***

Run one
The following is a quantum chemistry calculation of 2 unconnected molecules or ions with the total composition C3H9N2O, from OMol25.

XYZ file:
```
15
Properties=species:S:1:pos:R:3:lowdin_charge:R:1
C -2.644 -0.420 0.464 -0.349
C 2.449 -0.520 -0.318 0.016
C 0.643 1.085 -0.302 0.105
N -1.359 -0.535 0.375 0.085
N 1.605 0.493 0.239 -0.039
O -3.320 0.278 -0.350 0.107
H -3.263 -0.821 1.207 0.125
H 1.938 -0.721 -1.231 0.105
H 3.401 -0.118 -0.505 0.099
H 2.450 -1.221 0.463 0.100
H 0.027 1.699 0.307 0.108
H 0.508 1.088 -1.346 0.114
H -0.873 -1.199 0.971 0.055
H -3.145 0.396 -1.296 0.148
H 1.582 0.516 1.323 0.222
```

As for the net charge: +1. The value obtained for the LUMO energy is -4.20 eV.

***

Run two
The following is a quantum chemistry calculation of 2 unconnected molecules or ions with the total composition C3H9N2O, from OMol25.

XYZ file:
```
15
Properties=species:S:1:pos:R:3:lowdin_charge:R:1
C -0.689 0.012 1.515 -0.231
C 1.081 -1.077 -0.811 -0.056
C 0.960 0.361 -0.421 -0.103
N -1.606 0.898 1.773 0.120
N 0.195 1.204 -1.149 0.147
O -0.668 -0.932 2.455 0.028
H 0.167 -1.573 -1.112 0.098
H 1.713 -1.740 -0.262 0.089
H 1.603 -1.140 -1.742 0.092
H 1.636 0.672 0.324 0.114
H -1.666 1.617 1.033 0.111
H -2.236 0.963 2.596 0.150
H -0.095 -1.748 2.445 0.147
H -0.387 0.693 -1.896 0.183
H 0.040 2.162 -0.974 0.111
```

As for the net charge: +1. The value obtained for the LUMO energy is -4.15 eV.

***

Run three
The following is a quantum chemistry calculation of 2 unconnected molecules or ions with the total composition C3H9N2O, from OMol25.

XYZ file:
```
15
Properties=species:S:1:pos:R:3:lowdin_charge:R:1
C -0.872 0.420 1.418 0.030
C -0.930 -0.168 -1.072 -0.010
C 2.315 0.463 -1.165 0.204
N 2.261 -0.034 -0.107 -0.174
N -0.806 -0.665 0.329 -0.043
O 1.863 -0.665 0.791 0.027
H 0.065 0.985 1.220 0.102
H -1.870 0.808 1.321 0.097
H -0.686 0.067 2.470 0.128
H -1.754 0.605 -1.202 0.130
H 0.077 0.380 -1.184 0.075
H -0.922 -0.921 -1.886 0.117
H 2.684 1.065 -1.887 0.071
H -1.536 -1.356 0.464 0.174
H 0.112 -0.983 0.490 0.072
```

As for the net charge: +1. The value obtained for the LUMO energy is -3.41 eV.

***

Most stable of them? run one.

***

Run one
The following is a quantum chemistry calculation of a molecular structure, C6H8O3, from OMol25.

XYZ file:
```
17
Properties=species:S:1:pos:R:3:lowdin_charge:R:1
C -0.625 -0.714 -0.603 -0.240
C -1.274 -0.125 0.613 -0.120
C -0.698 -1.215 1.535 -0.009
C 0.590 -1.239 1.145 0.000
C 0.675 -0.321 0.103 -0.710
C -0.073 0.854 0.573 -0.159
H 0.042 -0.120 -2.223 0.089
H -0.788 -1.721 -0.741 0.131
H -2.390 0.116 0.428 0.178
H -1.363 -1.573 2.423 0.145
H 1.544 -1.614 1.693 0.172
H 1.208 1.024 -1.109 0.224
H 0.281 1.440 1.447 0.172
H -0.523 1.803 -1.144 0.190
O -0.737 0.134 -1.768 -0.009
O 1.736 0.128 -0.402 0.017
O 0.303 1.888 -0.451 -0.071
```

As for the net charge: 0. The value obtained for the LUMO energy is 0.65 eV.

***

Run two
The following is a quantum chemistry calculation of a molecular structure, C6H8O3, from OMol25.

XYZ file:
```
17
Properties=species:S:1:pos:R:3:lowdin_charge:R:1
C 1.196 0.711 -0.553 -0.218
C 0.017 0.495 -1.418 -0.103
C -1.661 0.942 0.484 -0.025
C 1.031 -1.250 0.756 -0.151
C -0.266 -1.189 0.485 -0.305
C -0.616 0.067 -0.130 -0.221
O 2.396 0.193 -0.953 0.001
O -1.244 -2.150 0.727 0.047
O 2.087 -1.450 1.268 0.114
H 2.931 -0.053 -0.177 0.095
H -1.070 -2.586 1.570 0.108
H 1.248 1.624 0.035 0.137
H 0.169 -0.301 -2.141 0.136
H -0.427 1.381 -1.872 0.120
H -2.162 0.464 1.324 0.086
H -2.420 1.229 -0.251 0.089
H -1.210 1.874 0.845 0.091
```

As for the net charge: 0. The value obtained for the LUMO energy is 0.65 eV.

***

Run three
The following is a quantum chemistry calculation of a single C6H8O3 molecule, from OMol25.

XYZ file:
```
17
Properties=species:S:1:pos:R:3:lowdin_charge:R:1
C -0.724 -1.063 -1.121 -0.105
C -0.441 0.630 2.354 -0.084
C 1.495 0.233 -0.968 -0.480
C 0.519 -0.567 -1.909 -0.282
C -0.986 -0.176 0.046 -0.144
C -0.341 -0.314 1.205 -0.164
O 1.397 1.569 -1.095 0.136
O 2.385 -0.294 -0.368 0.145
O 0.720 -0.754 -3.079 0.134
H 0.678 1.841 -1.674 0.123
H -1.570 -1.152 -1.797 0.120
H -0.429 -2.059 -0.790 0.132
H -1.572 0.715 -0.151 0.116
H 0.233 -1.214 1.389 0.119
H 0.533 1.090 2.534 0.082
H -1.169 1.419 2.163 0.076
H -0.727 0.097 3.261 0.076
```

As for the net charge: 0. As for the SMILES: C/C=C/CC(=O)C(=O)O. The value obtained for the LUMO energy is 0.45 eV.

***

Run four
The following is a quantum chemistry calculation of a single C6H8O3 molecule, from OMol25.

XYZ file:
```
17
Properties=species:S:1:pos:R:3:lowdin_charge:R:1
C 0.152 0.210 -0.400 -0.407
C -0.238 1.618 -0.015 0.002
C 1.188 -0.281 1.385 -0.519
C 0.326 -1.308 0.430 0.087
C -2.149 -1.009 -0.321 0.108
O 0.902 0.165 -1.617 0.000
O 2.504 -0.318 1.061 0.105
C -0.858 -0.809 -0.125 -0.277
O 0.782 0.039 2.480 0.103
H 0.307 0.314 -2.369 0.111
H 2.618 -0.385 0.095 0.118
H 0.896 -2.042 -0.131 0.140
H 0.654 2.245 0.042 0.095
H -0.907 2.027 -0.778 0.096
H -0.759 1.648 0.944 0.098
H -2.661 -1.840 0.151 0.070
H -2.757 -0.274 -0.833 0.069
```

As for the net charge: 0. As for the SMILES: C=C1[C@H](C(=O)O)[C@@]1(C)O. The value obtained for the LUMO energy is 0.38 eV.

***

Most stable of them? run three.

***

Run one
The following is a quantum chemistry calculation of a gas-phase ion, C2H8NO (charge +1), from OMol25.

XYZ file:
```
12
Properties=species:S:1:pos:R:3:lowdin_charge:R:1
C -0.429 -0.172 -1.041 -0.170
O 0.463 0.964 -0.854 -0.103
C -0.752 -0.658 0.420 -0.026
N 0.507 -0.151 1.415 0.166
H -1.415 0.037 -1.570 0.162
H 0.277 -0.894 -1.451 0.124
H 0.948 1.142 -1.686 0.139
H -1.002 -1.748 0.325 0.137
H -1.670 -0.153 0.846 0.135
H 1.193 -0.934 1.293 0.163
H 0.835 0.445 0.611 0.079
H 0.667 0.426 2.289 0.195
```

As for the net charge: +1. As for the SMILES: [NH3+]CCO. The value obtained for the LUMO energy is -3.92 eV.

***

Run two
The following is a quantum chemistry calculation of 2 unconnected molecules or ions with the total composition C2H8NO, from OMol25.

XYZ file:
```
12
Properties=species:S:1:pos:R:3:lowdin_charge:R:1
N -0.387 1.567 1.099 0.312
H -0.051 0.599 0.996 0.087
H 0.466 2.119 1.237 0.163
H -0.882 1.782 1.969 0.164
H -0.906 1.765 0.246 0.137
C -0.849 -0.468 -1.201 0.012
C 0.060 -1.147 -0.515 -0.232
O 1.124 -0.493 0.092 -0.039
H -1.812 -0.886 -1.440 0.073
H -0.550 0.476 -1.635 0.074
H 0.051 -2.218 -0.366 0.128
H 1.657 -1.168 0.529 0.123
```

As for the net charge: +1. The value obtained for the LUMO energy is -3.83 eV.

***

Run three
The following is a quantum chemistry calculation of 2 unconnected molecules or ions with the total composition C2H8NO, from OMol25.

XYZ file:
```
12
Properties=species:S:1:pos:R:3:lowdin_charge:R:1
N -2.428 -0.672 -0.475 0.330
H -3.176 -0.102 -0.866 0.161
H -1.541 -0.167 -0.343 0.110
H -2.718 -0.942 0.468 0.160
H -2.353 -1.553 -0.985 0.162
C 2.576 0.420 0.586 0.035
C 1.505 0.218 -0.152 -0.262
O 0.245 0.688 0.142 -0.058
H 3.544 0.003 0.396 0.065
H 2.517 0.955 1.529 0.071
H 1.592 -0.189 -1.150 0.113
H 0.236 1.341 0.850 0.112
```

As for the net charge: +1. The value obtained for the LUMO energy is -4.16 eV.

***

Most stable of them? run three.

***

Run one
The following is a quantum chemistry calculation of 2 unconnected molecules or ions with the total composition C4H6NO, from OMol25.

XYZ file:
```
12
Properties=species:S:1:pos:R:3:lowdin_charge:R:1
C -2.919 -0.467 -0.154 0.346
C 0.607 0.649 -0.323 -0.152
C -0.546 0.142 0.336 -0.367
C 1.998 0.070 -0.154 0.012
N -1.804 -0.116 -0.061 0.173
O -0.098 1.276 0.865 0.143
H -3.872 -0.866 -0.414 0.139
H 0.347 1.172 -1.259 0.169
H -0.664 -1.701 1.176 0.269
H 2.368 0.672 0.691 0.114
H 2.654 0.139 -0.922 0.052
H 1.928 -0.971 0.219 0.101
```

As for the net charge: +1. The value obtained for the LUMO energy (alpha / beta) is -5.89 / -6.43 eV.

***

Run two
The following is a quantum chemistry calculation of a molecular structure, C4H6NO, from OMol25.

XYZ file:
```
12
Properties=species:S:1:pos:R:3:lowdin_charge:R:1
C 1.736 -0.589 -0.181 0.107
C 0.705 -1.068 0.500 0.137
C 0.989 0.622 -0.596 -0.137
C -1.606 0.208 0.036 0.041
N -0.197 0.121 0.110 -0.131
O 0.470 1.327 0.434 0.146
H 2.738 -0.918 -0.188 0.125
H 0.489 -1.750 1.289 0.139
H 0.728 1.195 -1.494 0.196
H -2.034 0.856 -0.756 0.132
H -2.019 -0.738 -0.117 0.094
H -1.997 0.735 0.962 0.150
```

As for the net charge: +1. The value obtained for the LUMO energy is -4.99 eV.

***

Run three
The following is a quantum chemistry calculation of a gas-phase ion, C4H6NO (charge +1), from OMol25.

XYZ file:
```
12
Properties=species:S:1:pos:R:3:lowdin_charge:R:1
C -0.517 0.399 -0.207 -0.072
C -1.253 -1.074 1.563 0.019
C -1.048 0.263 1.268 -0.037
C 1.438 0.087 -1.409 -0.114
N 0.699 0.070 -0.254 0.019
O -1.338 -2.189 1.681 0.413
H -1.032 0.702 -1.044 0.116
H -0.343 0.601 1.979 0.142
H -2.035 0.860 1.632 0.230
H 1.954 -0.819 -1.538 0.093
H 2.379 0.641 -1.361 0.117
H 1.095 0.458 -2.309 0.074
```

As for the net charge: +1. The value obtained for the LUMO energy is -5.47 eV.

***

Most stable of them? run three.